Entry 1:
10
Properties=species:S:1:pos:R:3 method="wB97M-V/def2-TZVPD" e_homo_ev=-10.5 fmax_ev_per_a=7.9 de_lowest_kj_mol=630.0 spin_multiplicity=1
C 0.048 0.888 0.064
C -1.300 0.311 0.514
C 1.165 0.095 -0.795
H -2.205 0.910 0.745
H 1.986 0.910 -1.470
N -1.436 -0.901 0.777
N 0.068 -1.215 0.770
N 0.114 -1.824 -0.449
N 1.327 -1.170 -0.994
O 0.233 1.996 0.837


Entry 2:
16
Properties=species:S:1:pos:R:3 method="wB97M-V/def2-TZVPD" e_homo_ev=-10.0 fmax_ev_per_a=1.9 de_lowest_kj_mol=194.8 spin_multiplicity=1
C 1.098 1.277 0.022
C 0.167 0.075 0.060
C 0.243 -0.485 -1.353
C 0.296 -0.938 1.213
O -1.147 -1.098 1.245
C -1.314 -0.031 0.395
N -2.364 0.522 -0.014
H 0.688 2.104 -0.561
H 1.386 1.657 1.017
H 1.918 0.864 -0.644
H -0.438 0.125 -1.964
H 1.294 -0.301 -1.704
H -0.093 -1.529 -1.378
H 0.625 -0.504 2.166
H 0.818 -1.880 1.026
H -3.176 0.143 0.473


Entry 3:
74
Properties=species:S:1:pos:R:3 method="wB97M-V/def2-TZVPD" e_homo_ev=-7.8 fmax_ev_per_a=4.7 de_lowest_kj_mol=906.9 spin_multiplicity=1 smiles="CCP(CC)c1cccc2c1C(=O)c1ccccc1C2=O.c1ccccc1.c1ccccc1.c1ccccc1"
C 2.388 5.965 0.187
C 1.633 5.620 -1.215
P 2.367 3.985 -1.818
C 4.101 4.179 -2.548
C 4.763 2.683 -2.534
C 1.201 3.033 -2.954
C 0.936 3.367 -4.464
C -0.068 2.492 -5.296
C -0.769 1.256 -4.623
C -0.534 0.896 -3.141
C 0.443 1.814 -2.309
C 0.594 1.405 -0.767
O 0.669 2.211 0.191
C 0.599 -0.150 -0.418
C 1.526 -0.622 0.720
C 1.482 -2.142 1.077
C 0.515 -3.051 0.285
C -0.405 -2.555 -0.889
C -0.361 -1.053 -1.244
C -1.231 -0.356 -2.399
O -2.397 -0.743 -2.686
H 3.475 6.217 -0.063
H 1.853 6.762 0.800
H 2.423 4.959 0.756
H 1.672 6.477 -1.968
H 0.531 5.411 -0.940
H 4.719 4.784 -1.789
H 4.138 4.601 -3.608
H 5.550 2.551 -3.347
H 5.199 2.429 -1.496
H 3.877 1.963 -2.673
H 1.467 4.245 -4.969
H -0.306 2.725 -6.393
H -1.473 0.660 -5.285
H 2.198 0.142 1.253
H 2.153 -2.490 1.931
H 0.466 -4.152 0.578
H -1.122 -3.231 -1.454
C -4.022 -2.801 -4.526
C -5.341 -3.026 -4.142
C -6.038 -4.118 -4.651
C -5.418 -4.983 -5.549
C -4.103 -4.753 -5.940
C -3.404 -3.663 -5.428
H -3.477 -1.954 -4.124
H -5.825 -2.351 -3.445
H -7.065 -4.295 -4.349
H -5.961 -5.835 -5.943
H -3.622 -5.423 -6.644
H -2.378 -3.485 -5.732
C 0.067 1.515 3.998
C 1.146 2.131 3.373
C 2.357 2.266 4.047
C 2.486 1.788 5.348
C 1.403 1.180 5.976
C 0.194 1.042 5.301
H -0.875 1.405 3.470
H 1.045 2.506 2.360
H 3.200 2.743 3.558
H 3.430 1.890 5.872
H 1.502 0.812 6.992
H -0.649 0.566 5.789
C -1.510 -4.882 6.568
C -0.606 -5.062 5.526
C -0.169 -3.967 4.786
C -0.640 -2.692 5.085
C -1.551 -2.514 6.122
C -1.985 -3.608 6.864
H -1.846 -5.734 7.149
H -0.241 -6.056 5.291
H 0.539 -4.108 3.976
H -0.297 -1.838 4.510
H -1.923 -1.520 6.352
H -2.694 -3.468 7.673


Entry 4:
12
Properties=species:S:1:pos:R:3 method="wB97M-V/def2-TZVPD" e_homo_ev="-8.1 / -10.4" fmax_ev_per_a=3.5 de_lowest_kj_mol=0.0 spin_multiplicity=3
C 1.565 0.280 -0.422
C -0.600 0.014 0.233
N 0.865 1.517 -0.245
N -0.274 1.376 0.130
N 0.494 -0.671 -0.156
N -1.898 -0.421 0.028
O -2.804 0.286 0.424
O -1.976 -1.498 -0.559
H 1.904 0.267 -1.374
H 2.416 0.264 0.217
H -0.137 0.278 2.150
H 0.445 -1.690 -0.427


Entry 5:
34
Properties=species:S:1:pos:R:3 method="wB97M-V/def2-TZVPD" e_homo_ev=-8.4 fmax_ev_per_a=6.4 de_lowest_kj_mol=206.1 spin_multiplicity=1 smiles="O=c1c2ccccc2nc2n1[C@@H](O)c1cc3ccccc3nc1-2"
O 1.108 -1.858 -2.979
C 0.784 -1.907 -1.776
C 0.889 -3.046 -0.937
C 1.375 -4.184 -1.563
C 1.769 -5.377 -0.864
C 1.623 -5.379 0.515
C 1.187 -4.189 1.210
C 0.803 -2.966 0.422
N 0.308 -1.754 0.939
C 0.060 -0.699 0.132
N 0.195 -0.806 -1.195
C 0.215 0.499 -1.870
O -0.820 0.548 -2.920
C -0.268 1.401 -0.714
C -0.658 2.718 -0.702
C -1.108 3.210 0.453
C -1.350 4.601 0.482
C -1.613 5.154 1.710
C -1.563 4.317 2.850
C -1.274 2.989 2.815
C -0.995 2.465 1.619
N -0.588 1.152 1.606
C -0.297 0.650 0.449
H 1.561 -4.139 -2.682
H 2.315 -6.179 -1.339
H 1.803 -6.308 1.045
H 0.963 -4.216 2.305
H 1.073 0.941 -2.356
H -0.383 0.596 -3.784
H -0.682 3.208 -1.641
H -1.337 5.293 -0.311
H -1.909 6.205 1.654
H -1.753 4.767 3.850
H -1.435 2.294 3.578


Entry 6:
31
Properties=species:S:1:pos:R:3 method="wB97M-V/def2-TZVPD" e_homo_ev=-8.1 fmax_ev_per_a=0.8 spin_multiplicity=1
C -2.989 -2.514 -0.720
C -2.222 -1.396 -0.064
C -0.782 -1.647 0.300
C 0.110 -0.409 0.187
O -0.284 0.731 0.163
N 1.430 -0.764 0.139
C 2.551 0.056 0.068
C 2.488 1.445 -0.015
C 3.639 2.206 -0.085
C 4.879 1.587 -0.073
Cl 6.321 2.529 -0.160
C 4.975 0.206 0.007
C 3.817 -0.544 0.077
Cl 3.950 -2.272 0.177
N -2.674 -0.247 0.215
N -3.908 0.181 -0.057
C -4.199 1.500 0.152
N -3.184 2.252 0.593
S -5.725 2.050 -0.137
H -3.985 -2.599 -0.286
H -2.477 -3.463 -0.596
H -3.102 -2.317 -1.787
H -0.728 -1.977 1.344
H -0.382 -2.446 -0.326
H 1.663 -1.749 0.188
H 1.522 1.920 -0.023
H 3.573 3.280 -0.148
H 5.939 -0.277 0.015
H -4.638 -0.400 -0.462
H -3.318 3.241 0.696
H -2.260 1.838 0.617


| no. | electronic energy (a.u.) |
| --- | --- |
| 1 | -409.4883 |
| 2 | -325.8634 |
| 3 | -1884.2833 |
| 4 | -447.8016 |
| 5 | -1007.2489 |
| 6 | -2039.2297 |